[1]
Formula: C16H15N2O9P2ReS5Sb
Source: the OMol25 dataset
Level of theory: ωB97M-V/def2-TZVPD

Calculated values
* lowest unoccupied orbital energy (spin up / spin down): 4.168 / 4.138 eV
* ⟨S²⟩: 3.7819
* calculated total energy: -4398.06636 Ha
* ΔE to the lowest compared entry with this formula, charge and spin: 198.8 kJ/mol
* multiplicity: 4
* total charge: -2

Each line ends with the Mulliken charge.
Element x y z (Å)
Re  -1.49  -0.57  0.95  1.465
S  -1.29  0.80  6.00  -0.680
Sb  -0.48  1.23  3.93  0.664
S  0.11  -0.73  2.60  -0.248
S  -2.16  1.32  2.10  -0.460
S  1.10  2.86  3.84  -0.694
O  -1.16  -3.57  2.58  -0.377
P  -2.58  -3.30  1.85  0.870
O  -3.62  -4.18  2.39  -0.800
O  -2.86  -1.78  1.95  -0.673
O  -2.11  -3.64  0.36  -0.128
P  -2.57  -2.86  -1.01  0.596
O  -1.42  -3.39  -2.00  -0.564
O  -3.88  -3.31  -1.48  -0.781
O  -2.37  -1.36  -0.77  -0.256
H  -1.32  -3.70  3.52  0.281
H  -0.54  -3.19  -1.64  0.423
C  5.56  1.08  2.50  -1.503
C  4.49  0.44  1.66  1.178
C  3.90  -0.76  2.02  -0.863
C  2.86  -1.30  1.27  -0.563
C  2.41  -0.63  0.15  0.333
C  3.01  0.56  -0.25  -0.326
C  4.05  1.08  0.50  -0.969
S  0.94  -1.19  -0.70  1.387
O  0.38  -2.28  0.07  -0.563
O  1.32  -1.54  -2.05  -0.712
N  -0.09  0.08  -0.57  -0.247
C  -0.39  0.85  -1.69  0.735
C  0.48  1.12  -2.74  -0.775
C  0.09  1.87  -3.85  -1.194
C  -1.16  2.40  -3.96  -0.863
C  -2.08  2.17  -2.92  1.132
C  -3.42  2.64  -2.96  -0.666
C  -4.28  2.34  -1.95  -0.891
C  -3.79  1.60  -0.85  -0.312
N  -2.56  1.17  -0.78  0.351
C  -1.70  1.42  -1.78  0.134
H  5.72  0.51  3.42  0.335
H  5.27  2.09  2.77  0.336
H  6.51  1.12  1.95  0.333
H  4.22  -1.26  2.92  0.283
H  2.38  -2.22  1.57  0.511
H  2.64  1.09  -1.11  0.139
H  4.51  2.01  0.19  0.352
H  1.47  0.70  -2.73  0.364
H  0.81  2.03  -4.65  0.359
H  -1.47  2.96  -4.84  0.344
H  -3.74  3.22  -3.82  0.372
H  -5.31  2.65  -1.97  0.357
H  -4.43  1.36  -0.01  0.473

[2]
Formula: C16H15N3O3S2
Source: the OMol25 dataset
Level of theory: ωB97M-V/def2-TZVPD

Calculated values
* lowest unoccupied orbital energy: 0.410 eV
* calculated total energy: -1805.04598 Ha
* ΔE to the lowest compared entry with this formula, charge and spin: 155.3 kJ/mol
* SMILES: COC(=O)c1ccc(CSc2nnc(NCc3ccccc3)s2)o1

Each line ends with the Mulliken charge.
Element x y z (Å)
C  -0.96  2.73  1.91  -0.684
O  -0.98  1.32  1.90  -0.220
C  0.12  0.72  2.38  0.328
O  1.09  1.32  2.77  -0.631
C  0.00  -0.74  2.40  0.381
C  0.85  -1.67  2.94  -0.383
C  0.26  -2.92  2.70  -0.391
C  -0.90  -2.68  2.01  0.168
C  -1.90  -3.59  1.43  -0.801
S  -1.18  -4.69  0.13  -0.140
C  -0.56  -3.52  -0.99  0.389
N  -0.87  -3.48  -2.23  -0.348
N  -0.26  -2.55  -2.93  -0.545
C  0.58  -1.83  -2.24  0.395
N  1.34  -0.85  -2.75  -0.101
C  1.93  0.19  -1.94  -1.142
C  1.04  1.39  -1.75  0.968
C  1.61  2.65  -1.60  -0.587
C  0.81  3.77  -1.43  -0.567
C  -0.57  3.64  -1.40  -0.613
C  -1.14  2.39  -1.54  -0.680
C  -0.34  1.27  -1.71  0.030
S  0.67  -2.31  -0.54  -0.016
O  -1.07  -1.36  1.83  -0.323
H  -0.12  3.11  1.33  0.249
H  -1.90  3.05  1.47  0.226
H  -0.87  3.10  2.94  0.362
H  1.76  -1.46  3.45  0.539
H  0.65  -3.89  2.97  0.491
H  -2.72  -3.03  0.98  0.322
H  -2.29  -4.30  2.17  0.415
H  1.11  -0.61  -3.70  0.294
H  2.87  0.50  -2.42  0.423
H  2.19  -0.24  -0.97  0.282
H  2.69  2.75  -1.62  0.369
H  1.27  4.74  -1.31  0.382
H  -1.19  4.51  -1.28  0.416
H  -2.21  2.28  -1.52  0.406
H  -0.81  0.30  -1.82  0.338

[3]
Formula: C16H15N6O4PtS2
Source: the OMol25 dataset
Level of theory: ωB97M-V/def2-TZVPD

Calculated values
* lowest unoccupied orbital energy: 2.502 eV
* calculated total energy: -2163.95921 Ha
* ΔE to the lowest compared entry with this formula, charge and spin: 30.8 kJ/mol
* total charge: -1

Each line ends with the Mulliken charge.
Element x y z (Å)
Pt  1.76  -0.19  0.81  0.425
N  0.30  -2.46  3.80  0.033
C  1.01  -2.18  2.71  -0.050
N  0.81  -0.91  2.41  -0.003
C  -0.01  -0.45  3.37  0.235
N  -0.36  -1.37  4.24  -0.707
C  -0.48  0.94  3.54  0.413
C  -1.34  1.24  4.60  -0.278
N  -1.80  2.47  4.80  -0.690
C  -1.39  3.40  3.94  -0.206
C  -0.53  3.10  2.90  -0.294
N  -0.07  1.87  2.69  -0.197
H  0.22  -3.34  4.28  0.176
H  1.69  -2.83  2.19  0.499
H  -1.66  0.47  5.29  0.483
H  -1.76  4.41  4.08  0.383
H  -0.20  3.87  2.21  0.408
S  3.64  -0.60  2.00  -0.968
O  1.13  0.08  -2.64  -0.589
C  0.10  -0.04  -1.93  0.889
N  0.04  -0.16  -0.62  -0.549
S  -1.51  -0.37  -0.09  1.116
O  -1.96  0.75  0.69  -0.622
O  -1.67  -1.69  0.46  -0.674
C  -2.25  -0.29  -1.70  0.181
C  -3.57  -0.41  -2.07  -0.574
C  -3.85  -0.31  -3.42  -0.482
C  -2.84  -0.11  -4.36  -0.577
C  -1.51  0.00  -3.96  -0.363
C  -1.24  -0.09  -2.61  -0.320
H  -4.35  -0.57  -1.33  0.449
H  -4.88  -0.40  -3.76  0.377
H  -3.10  -0.04  -5.41  0.376
H  -0.71  0.14  -4.68  0.517
C  2.93  -1.57  -1.83  -1.298
C  2.81  -0.07  -1.86  1.590
C  3.57  0.62  -2.97  -1.629
O  2.80  0.57  -0.78  -0.573
H  3.02  -2.00  -2.83  0.356
H  2.09  -2.03  -1.30  0.236
H  3.82  -1.79  -1.23  0.360
H  3.53  0.07  -3.91  0.342
H  4.61  0.68  -2.63  0.417
H  3.19  1.62  -3.12  0.378

[4]
Formula: C16H16AuF3N3O2S2
Source: the OMol25 dataset
Level of theory: ωB97M-V/def2-TZVPD

Calculated values
* lowest unoccupied orbital energy (spin up / spin down): -3.865 / -6.072 eV
* ⟨S²⟩: 2.0370
* calculated total energy: -2165.53909 Ha
* ΔE to the lowest compared entry with this formula, charge and spin: 25.5 kJ/mol
* multiplicity: 3
* total charge: +1

Each line ends with the Mulliken charge.
Element x y z (Å)
Au  -0.44  0.76  -0.40  0.807
C  2.73  -0.44  -0.31  -1.332
C  2.75  0.99  0.13  1.026
C  3.95  1.59  0.55  -0.780
C  3.95  2.87  1.00  -0.710
C  2.73  3.58  1.07  1.196
C  2.66  4.91  1.56  -0.693
C  1.46  5.57  1.65  -0.733
C  0.29  4.92  1.27  -0.443
C  0.31  3.61  0.78  0.427
S  -1.17  2.86  0.44  -0.284
C  1.57  2.92  0.65  0.215
N  1.61  1.66  0.15  -0.386
H  3.72  -0.87  -0.27  0.403
H  2.33  -0.53  -1.32  0.269
H  2.07  -1.02  0.35  0.229
H  4.87  1.01  0.51  0.394
H  4.87  3.35  1.32  0.447
H  3.58  5.40  1.86  0.406
H  1.41  6.58  2.03  0.412
H  -0.67  5.42  1.36  0.450
F  -4.01  -0.56  2.56  -0.248
C  -2.87  -1.23  2.58  0.732
F  -2.39  -1.21  3.82  -0.249
F  -3.13  -2.52  2.27  -0.255
C  -1.83  -0.69  1.57  0.797
O  -0.65  -1.01  1.75  -0.680
O  -2.30  -0.02  0.61  -0.808
C  -2.13  -2.70  -3.91  -0.908
N  -1.84  -2.97  -2.52  0.044
C  -2.39  -4.15  -1.85  -0.652
C  -1.89  -4.01  -0.40  -0.496
N  -1.05  -2.81  -0.49  0.078
C  -1.10  -2.25  -1.69  0.682
S  -0.24  -0.84  -2.17  -0.697
H  -1.71  -3.49  -4.54  0.330
H  -1.70  -1.74  -4.19  0.283
H  -3.21  -2.66  -4.06  0.323
H  -2.03  -5.06  -2.34  0.341
H  -3.48  -4.13  -1.92  0.384
H  -1.29  -4.86  -0.09  0.319
H  -2.70  -3.87  0.31  0.224
H  -0.62  -2.35  0.31  0.139

[5]
Formula: C16H16BN2O6RhSi
Source: the OMol25 dataset
Level of theory: ωB97M-V/def2-TZVPD

Calculated values
* lowest unoccupied orbital energy (spin up / spin down): 0.074 / -3.189 eV
* ⟨S²⟩: 6.0561
* calculated total energy: -1605.07314 Ha
* ΔE to the lowest compared entry with this formula, charge and spin: 143.1 kJ/mol
* multiplicity: 5

Each line ends with the Mulliken charge.
Element x y z (Å)
Rh  -0.10  0.33  0.11  0.474
O  4.70  3.57  -0.60  -0.547
C  4.98  2.42  -0.04  0.353
O  6.10  2.16  0.22  -0.563
C  3.92  1.44  0.31  0.692
C  4.11  0.24  0.93  -0.245
N  2.92  -0.31  1.05  -0.115
N  1.98  0.43  0.55  -0.268
C  2.55  1.49  0.09  -0.653
C  1.65  2.51  -0.59  1.131
O  2.11  3.54  -1.03  -0.749
O  0.44  2.19  -0.67  -0.736
H  3.73  3.66  -0.74  0.466
H  5.01  -0.24  1.28  0.535
H  2.68  -1.21  1.45  0.159
C  -5.39  -2.15  -0.23  -0.950
Si  -5.12  -0.36  0.22  -0.038
C  -5.71  0.00  1.95  -0.952
C  -5.92  0.77  -1.03  -0.955
C  -3.29  -0.05  0.18  -0.439
C  -2.04  0.16  0.14  0.526
H  -6.45  -2.40  -0.20  0.308
H  -4.87  -2.81  0.47  0.316
H  -5.02  -2.37  -1.23  0.316
H  -6.78  -0.19  2.03  0.307
H  -5.54  1.05  2.21  0.320
H  -5.19  -0.61  2.68  0.312
H  -7.00  0.61  -1.04  0.309
H  -5.55  0.59  -2.03  0.317
H  -5.74  1.82  -0.78  0.318
O  -0.33  -2.50  -1.42  -0.427
B  -0.23  -1.76  -0.24  0.561
O  -0.13  -2.62  0.87  -0.423
C  -0.20  -3.90  0.35  0.594
C  -0.17  -5.10  1.01  -0.756
C  -0.27  -6.25  0.23  -0.528
C  -0.38  -6.18  -1.16  -0.472
C  -0.41  -4.95  -1.82  -0.862
C  -0.32  -3.82  -1.03  0.717
H  -0.09  -5.15  2.09  0.444
H  -0.25  -7.22  0.70  0.377
H  -0.45  -7.09  -1.73  0.383
H  -0.51  -4.88  -2.90  0.445